(1)
Below is a 9-piece molecular cluster, C45H102F5N8O9S2 overall, with properties calculated with the ωB97M-V functional and the def2-TZVPD basis.

The HOMO energy is -16.87 eV. The spin multiplicity is 1. The calculation puts the LUMO energy at -0.404 Ha. The value obtained for the orbital gap is 0.2155 Ha. Its net charge is +5.

Each line ends with the Löwdin charge.
Positions of all 171 atoms, in Å:
C 1.6182 -5.9751 1.9668  -0.06
H 1.7819 2.6223 -5.7624  0.13
H 0.8479 -0.4468 7.2947  0.12
H 1.2742 -10.7679 0.1823  0.10
H 7.2517 -0.3087 -3.0441  0.11
H -2.4361 2.7350 -3.8637  0.08
C 1.0394 2.0817 7.1997  -0.09
H -1.5829 3.2531 -2.4524  0.07
C 0.7155 1.2916 3.4842  -0.15
H -1.1440 2.5690 3.9539  0.12
C 1.6038 1.7855 4.6364  -0.01
H -7.6427 6.0017 -0.3560  0.13
H -8.0322 5.1435 1.1161  0.14
C 0.4337 4.1931 8.5458  -0.09
O 5.8769 -2.7595 -2.4386  0.16
H 1.1720 -4.5396 3.5593  0.14
H 2.4272 -0.1183 6.4274  0.10
O 4.7626 0.6819 2.9239  -0.35
O -2.9353 -0.2527 -3.2484  0.10
C 2.0100 2.4269 -4.7146  -0.08
H -4.8236 2.0104 0.5906  0.07
H -1.5248 -3.4814 -5.0883  0.10
H 2.6489 1.4762 4.6237  0.12
C -5.7041 2.1817 -0.0286  0.02
H 2.2586 3.4248 -2.2072  0.09
H -6.9839 -0.4515 3.9701  0.11
H -0.4206 -5.2079 -0.3479  0.12
C 3.9041 4.6457 -6.2571  -0.15
C 1.3061 -8.6462 0.4739  -0.24
C 3.1385 -1.6618 -3.4670  0.05
H 0.8949 1.9570 2.6397  0.10
N -5.6102 3.6106 -0.6656  -0.24
H 0.3367 1.6952 7.9379  0.12
H 0.6446 0.4269 -1.9585  0.10
H 3.5865 2.4443 -2.5484  0.10
H 6.3815 -0.2208 -1.5416  0.11
H 2.3841 6.2983 -6.2861  0.14
H -0.8601 -4.6834 2.1088  0.12
H -5.4494 5.6221 0.1735  0.13
H -6.4918 4.7166 -2.2655  0.16
H -8.4166 3.2263 -0.3030  0.12
H 2.6856 -6.1589 2.0885  0.14
H 1.5262 2.8719 4.6796  0.13
H -1.0590 0.1153 5.7408  0.13
H 0.3500 -0.1166 -4.1165  0.05
H -0.2499 -10.1404 0.3887  0.08
H -6.7410 2.9104 -2.2359  0.13
C -6.7202 3.8375 -1.6630  -0.08
N 5.2454 -0.5966 5.2685  -0.25
H 1.7381 4.0433 6.8835  0.11
C 2.3029 -1.0692 0.4834  -0.19
H 0.3731 5.2767 8.6478  0.09
N 4.5784 -1.6503 -4.0472  0.12
H 4.0866 4.0685 -7.1636  0.14
C 1.3428 -0.2016 6.3550  0.02
S 4.6630 -1.6538 4.3456  0.47
H -4.8414 -1.3412 -4.4225  0.11
C -6.2455 -1.1572 3.5895  0.06
H 4.8822 4.2541 -4.5636  0.14
H 3.9789 -1.9630 -0.5832  0.05
C -0.0668 0.8117 -4.5072  -0.08
H 4.5529 2.7775 -5.1971  0.13
H 0.9525 0.3178 3.0558  0.10
H 1.1345 5.0686 -4.3508  0.13
H 1.7884 -2.0206 0.6179  0.09
C 0.7727 3.6274 7.1718  -0.23
C -2.5093 3.4043 -3.0065  -0.10
H 1.0669 -0.8630 5.5337  0.10
C -3.7318 2.9306 -2.3550  -0.23
H 4.3296 -0.3336 -0.0308  0.08
H -5.7994 1.5037 -0.8768  0.10
C 0.6359 2.0818 -4.0728  -0.23
C -0.7226 1.5655 4.0129  -0.14
H 1.0946 3.8193 9.3279  0.09
F -1.2867 1.4422 -0.5330  0.10
C -2.9222 -1.4651 -3.4917  -0.33
C -4.1561 3.8203 -1.1307  -0.08
H 2.9386 -2.5787 -2.9125  0.10
O -3.4587 -1.7551 2.7866  0.17
C 0.4160 -4.8558 0.2556  -0.09
H -5.7324 4.2737 1.3679  0.13
H -1.2037 1.7901 6.0743  0.12
H 4.6522 5.4377 -6.2257  0.14
H 2.0266 -3.8480 2.2800  0.11
H 2.4098 -1.6737 -4.2775  0.09
H -3.5729 3.7850 -0.2105  0.14
C 0.6856 -9.9005 -0.1166  -0.07
H 2.3576 -8.5451 0.2049  0.11
H -0.1158 0.8486 -5.5955  0.10
H -4.6448 -2.7927 -3.3518  0.11
C 5.6287 -1.6796 -3.0069  -0.35
H 1.8142 4.6295 -6.6103  0.11
O 3.2353 -1.5055 4.0004  -0.38
H -1.1275 0.8219 -4.2565  0.05
C -0.0936 0.9764 -0.0641  -0.53
H 1.0400 -4.0897 -0.2047  0.10
H -2.5885 4.4270 -3.3751  0.10
C 6.2477 -0.3105 -2.6197  0.05
H -2.1348 -3.2745 -2.8875  0.17
H -0.2121 -3.2518 1.6181  0.11
H 2.6962 1.5923 -4.5709  0.11
H 3.0927 -4.7979 -0.2474  0.10
H -0.8606 -1.8474 -5.1766  0.10
H -0.0027 3.8780 6.4478  0.10
H -0.0565 -3.2029 -4.1425  0.10
H -3.2130 0.7349 1.0877  0.08
H 2.0376 1.8405 7.5650  0.14
C -4.0646 -0.9812 2.0540  -0.29
H -6.5536 2.0899 0.6482  0.10
H 4.2581 -1.5959 1.1703  0.07
C -7.4962 5.0588 0.1708  -0.15
C 0.0561 -4.3077 1.6532  -0.18
H -1.1162 -2.0300 -2.5505  0.06
C -0.6403 1.0833 5.4652  -0.10
F -0.5052 0.5102 1.1163  0.11
H -0.0302 2.9102 -4.3138  0.09
H 0.4279 -9.7351 -1.1627  0.08
H -0.5960 3.8885 8.7327  0.08
C 4.0748 3.7519 -5.0965  -0.14
O 7.1721 0.2256 3.5937  -0.26
C 3.1864 3.4316 -2.7792  0.02
H -2.6176 -0.7954 0.3748  0.09
H -1.4576 0.8857 3.5820  0.08
O 0.0073 -1.3199 -1.3336  -0.25
C 2.2022 5.0883 -4.5692  -0.03
F 5.7556 1.7710 4.9143  -0.23
F 4.4501 -2.7648 5.5462  -0.23
H -6.0780 -0.3456 1.7130  0.15
H -4.1914 4.8709 -1.4189  0.13
H 3.8541 4.1171 -2.2572  0.12
C -4.1642 -2.1118 -4.0543  0.03
C -5.9731 4.6910 0.3901  -0.05
F 0.6536 2.0098 0.3120  0.16
H -4.1731 -0.2883 0.0133  0.08
N -5.4458 -0.3972 2.4990  0.09
C -7.9828 4.0863 -0.8133  -0.17
N 1.3900 -6.0281 0.4295  -0.22
H -5.4796 0.5921 2.6997  0.16
C 3.8165 -1.2585 0.2325  -0.04
H 4.7763 -0.9693 -4.7664  0.18
H -6.7586 -2.0569 3.2496  0.12
O 5.5429 -2.4180 3.4117  -0.31
C 2.5358 5.2410 -6.0685  -0.13
H 1.0031 -6.7548 2.4161  0.13
H -8.8360 4.5390 -1.3184  0.14
S 5.7631 0.3915 3.9855  0.63
H 3.4807 -6.4769 0.0732  0.10
H 2.4962 -6.1507 -1.3736  0.10
C 2.7284 -5.8189 -0.3616  0.07
C -0.9528 -2.7301 -4.5438  0.06
H 2.8411 5.7401 -3.9734  0.15
H -3.7109 1.9134 -1.9640  0.08
C 1.2391 -4.5767 2.4720  -0.15
H -3.9997 -2.6434 -4.9916  0.10
H -5.5274 -1.3774 4.3794  0.11
H -4.4770 2.9452 -3.1504  0.12
H 2.2122 -0.5716 1.4490  0.10
H 0.6744 2.3132 -3.0084  0.08
H 2.9535 -0.8457 -2.7684  0.08
H 1.3279 -8.6712 1.5634  0.11
H -0.3768 -7.2910 0.4650  0.14
H 0.6568 -7.2643 -1.0311  0.12
N -1.7517 -2.4083 -3.2384  0.11
H 5.7299 0.5703 -2.9993  0.07
C 0.6331 -7.3302 0.0566  -0.12
H 4.8127 -2.5593 -4.4199  0.18
C 0.5870 -0.0667 -0.9884  -0.41
N 2.7929 3.6896 -4.2333  -0.21
C -3.4662 -0.2967 0.8430  0.01
N 0.8499 1.1634 5.9108  -0.21
O 1.9490 -0.2750 -0.6808  -0.13



(2)
Below is a 2-piece molecular cluster, CHBrClNO overall, with properties calculated with the ωB97M-V functional and the def2-TZVPD basis.

The HOMO energy is -10.17 eV. The spin multiplicity is 1. The SMILES is N#CCl.OBr. The calculation puts the LUMO energy at -0.023 Ha. The value obtained for the energy relative to the best compared isomer or geometry (same formula, charge and spin) is 217.3 kJ/mol. The value obtained for the orbital gap is 0.3505 Ha. Its net charge is 0.

Each line ends with the Löwdin charge.
Positions of all 6 atoms, in Å:
Br 0.8234 2.0872 -0.1745  0.62
Cl 3.5158 -1.0306 0.3667  0.75
H -0.1519 0.0222 0.5080  -0.02
C 2.0863 -0.8904 -0.4465  -0.81
N 0.9950 -0.9985 -0.7876  0.08
O 0.0615 0.8355 1.0463  -0.61



(3)
Below is a 5-piece molecular cluster, H8IO4 overall, with properties calculated with the ωB97M-V functional and the def2-TZVPD basis.

The HOMO energy (spin up / spin down) is -11.50 / -11.34 eV. The spin multiplicity is 2. The calculation puts the LUMO energy (spin up / spin down) at 0.011 / -0.173 Ha. The value obtained for the energy relative to the best compared isomer or geometry (same formula, charge and spin) is 8.5 kJ/mol. The value obtained for the orbital gap (spin up / spin down) is 0.4336 / 0.2436 Ha. Its net charge is 0.

Each line ends with the Löwdin spin population.
Positions of all 13 atoms, in Å:
H -0.7848 -2.7905 0.8745  0.00
H -2.5604 2.3261 -2.0990  0.00
H -0.4985 -0.3013 2.2704  0.00
H 0.6477 -1.1609 2.7596  0.00
H 2.5294 -0.7314 -1.7809  0.00
I 0.1622 1.3202 0.4726  0.94
H -0.0782 -1.5772 0.3082  0.00
O -0.0738 -2.5342 0.2871  0.00
O 2.8442 0.1520 -1.9724  0.00
H 2.1331 0.7268 -1.6893  0.00
O -0.2844 -0.9924 2.8973  0.00
O -2.4343 2.9181 -1.3574  0.03
H -1.6025 2.6446 -0.9708  0.02



(4)
Below is C16H51NO15 as an isolated structure, with properties calculated with the ωB97M-V functional and the def2-TZVPD basis.

The HOMO energy is -8.80 eV. The spin multiplicity is 1. The calculation puts the LUMO energy at 0.001 Ha. The value obtained for the energy relative to the best compared isomer or geometry (same formula, charge and spin) is 2119.2 kJ/mol. The value obtained for the orbital gap is 0.3240 Ha. Its net charge is 0.

Each line ends with the Löwdin charge.
Positions of all 83 atoms, in Å:
H -3.1476 -0.7430 0.5915  -0.05
O 0.1829 1.2244 -1.8184  -0.24
H -2.1994 2.2640 1.1036  0.12
H 1.7235 0.5426 2.5648  0.13
H -2.9165 -1.9393 3.2763  0.12
H 3.9423 -4.8154 2.7495  0.09
O -0.5490 -1.8836 -3.2793  0.00
H -1.4137 -2.0692 -2.9059  0.09
H -3.3993 2.9971 -3.8479  0.08
H -0.1976 1.4553 1.0874  -0.05
H 1.0160 -2.5971 2.3635  0.13
H 4.0814 -3.4231 4.0016  0.09
H 5.2154 -0.9128 -1.0749  0.10
H 0.8387 2.5586 1.0633  0.08
H 1.6389 0.6644 -0.5496  0.09
C -2.5716 1.5689 -2.6080  -0.16
H 4.0551 -1.3057 2.2566  0.13
C 0.5728 -2.0677 -1.1691  -0.19
O 4.8616 -0.0752 -1.3828  -0.02
H -1.5405 -0.0992 2.4798  0.13
H 1.2991 2.7764 -1.1313  0.12
H -1.7142 -3.3214 2.3291  0.14
H 1.5740 -2.4721 -1.3182  0.14
H 0.9428 -0.6313 -2.8278  0.13
H -0.9301 4.8230 -3.2726  0.08
H 4.2719 1.6008 -0.6193  0.13
C 1.6776 0.2287 1.5220  -0.10
H 1.3140 0.9507 -2.6413  -0.01
H -1.5401 1.7097 -2.9309  0.09
H -3.7389 0.2287 2.7038  0.10
O -3.7773 -0.0184 0.5789  -0.05
H 0.6788 0.4653 1.1552  0.04
H 0.8199 2.7581 -3.7661  0.12
O -0.8045 3.9207 -3.5754  -0.08
C 0.3354 2.6676 -1.6287  -0.12
H -2.2192 1.9468 2.8072  0.14
C -1.7058 -2.3318 1.8722  -0.20
C -2.6871 2.3626 -1.2547  -0.26
C -2.3462 1.4697 1.8355  -0.12
H 4.0459 0.2156 0.3858  0.10
O 0.5592 -1.4467 0.0386  -0.22
C 1.9714 -1.2166 1.5982  -0.38
C -2.2506 -2.6518 0.4552  -0.14
H -0.5707 -0.4724 -1.9617  0.11
H 5.0630 -3.5145 2.5037  0.09
C 2.4750 0.3521 -1.1753  -0.23
H -2.7631 0.5158 -2.4020  0.13
H 0.2181 -1.1826 2.6587  0.12
O -2.6927 -1.5253 2.4396  -0.10
O 2.2284 0.7024 -2.4870  -0.07
H -0.4355 3.1044 -0.9937  0.11
H -1.5188 -1.0631 -0.3949  0.07
O -3.5036 2.0719 -3.6139  -0.06
H -3.3201 -2.8328 0.5627  0.14
H 1.1415 -2.0251 0.5366  0.05
C -3.6765 0.7815 1.7664  -0.21
H -2.5464 3.4388 -1.3556  0.12
H -1.8033 -3.5221 -0.0250  0.12
H -0.1785 0.7817 -1.0471  -0.26
H -0.0290 -2.9760 -1.1977  0.12
C 3.9342 0.5647 -0.6407  -0.25
H 2.4000 -0.7333 -1.1085  0.10
N 0.6769 -1.7394 1.9519  -0.02
C 0.4301 3.4378 -3.0084  -0.16
H -1.0208 0.7136 0.6589  -0.12
H -4.4767 1.5183 1.8371  0.13
H 2.1944 -1.5314 0.5787  0.13
H 2.3831 0.7783 0.8988  0.08
C 4.1063 -3.7596 2.9651  -0.10
O -0.4145 0.7677 -0.0798  -0.01
C 0.1504 -1.1977 -2.3386  -0.24
H -1.9784 2.0362 -0.4936  0.06
O 0.5040 1.8463 1.6080  -0.09
O -2.3884 -1.4566 -0.2923  -0.04
C 3.0763 -1.7033 2.5249  -0.13
H -0.7434 -1.8225 1.9229  0.01
H 2.8546 -1.3158 3.5193  0.13
H -4.4771 1.9376 -1.6836  0.09
H 0.0246 -0.0827 -0.0926  0.05
O -1.3545 0.4406 1.7081  -0.06
O -3.9727 2.0960 -0.8823  -0.05
H 1.0439 4.3357 -2.9372  0.12
O 2.9903 -3.1432 2.3528  -0.20



Number 1: total energy -113869.313 eV. Number 2: total energy -87152.979 eV. Number 3: total energy -16419.334 eV. Number 4: total energy -49595.958 eV.